[1]
Density functional theory data (ωB97M-V/def2-TZVPD) for a 7-piece molecular cluster, C39H89N3O7 overall in a non-equilibrium geometry.

**Energy relative to the best compared isomer or geometry (same formula, charge and spin)**: 0.00 kJ/mol
**Orbital gap**: 9.09 eV
**E_LUMO**: 0.489 eV
**HOMO level**: -8.600 eV
**SMILES string**: CC1(C)CCCC(C)(C)N1O.CC1(C)CCCC(C)(C)N1O.CC1(C)CCCC(C)(C)N1O.CC(C)O.CC(C)O.CC(C)O.CC(C)O

Element x y z (Å)
C 2.81900 -19.52112 -15.68485
C 1.89745 -18.29462 -15.46912
C 0.53632 -18.74646 -14.95626
C 0.48540 -19.13341 -13.47804
C 1.15424 -18.08774 -12.61006
C 2.54752 -17.68652 -13.08654
N 2.43022 -17.32474 -14.50389
O 3.82151 -17.08590 -14.90027
C 3.03728 -16.44907 -12.33213
C 3.56258 -18.83980 -12.67219
C 1.75606 -17.45435 -16.75132
H 3.86620 -19.20371 -15.64813
H 2.60912 -19.87237 -16.69720
H 2.61892 -20.37069 -15.02948
H -0.08221 -17.87409 -15.14740
H 0.15386 -19.55781 -15.59415
H 0.97204 -20.10397 -13.31698
H -0.54965 -19.28928 -13.17390
H 1.19081 -18.46307 -11.56610
H 0.57059 -17.17007 -12.56139
H 4.11562 -16.46328 -12.33226
H 2.67339 -15.58281 -12.86238
H 2.58030 -16.52134 -11.32353
H 4.54009 -18.47382 -13.00306
H 3.49383 -18.80336 -11.57897
H 3.34382 -19.81880 -13.09862
H 2.77791 -17.27523 -17.09875
H 1.30113 -16.52837 -16.44059
H 1.17319 -18.01423 -17.50462
H 3.80387 -16.27144 -15.39227
C 10.20365 -19.22825 -19.22593
C 10.54014 -18.40747 -17.99483
C 11.81300 -17.60155 -18.13843
C 11.64421 -16.40116 -19.06210
C 10.50130 -15.52627 -18.67644
C 9.21720 -16.30406 -18.42323
N 9.46637 -17.47797 -17.58474
O 8.22401 -18.27993 -17.74866
C 8.15391 -15.48919 -17.70006
C 8.68775 -16.61123 -19.84395
C 10.57867 -19.42534 -16.80100
H 9.27496 -19.73517 -19.09370
H 10.99122 -19.97091 -19.39413
H 10.23123 -18.61034 -20.11857
H 12.01300 -17.18399 -17.15241
H 12.67555 -18.22105 -18.40344
H 11.48364 -16.77743 -20.10093
H 12.55820 -15.80744 -19.10461
H 10.26163 -14.68384 -19.30161
H 10.80317 -15.12841 -17.69899
H 8.59792 -15.28701 -16.71420
H 7.86391 -14.56372 -18.19035
H 7.31323 -16.13820 -17.47202
H 7.98897 -17.42850 -19.72699
H 8.12856 -15.72891 -20.22638
H 9.46306 -16.89388 -20.56305
H 10.54323 -18.94063 -15.83387
H 11.41248 -20.11950 -16.84507
H 9.69721 -20.04313 -16.85852
H 7.89054 -18.21872 -16.82373
C 4.70988 -16.50930 -6.80904
C 5.94514 -17.28490 -7.21952
C 5.88684 -17.60524 -8.67560
C 6.14565 -16.40752 -9.53437
C 7.41863 -15.66230 -9.19418
C 7.55026 -15.36838 -7.71882
N 7.27566 -16.61580 -6.96226
O 7.35941 -16.22740 -5.55531
C 9.00339 -15.01716 -7.34586
C 6.60656 -14.17167 -7.35453
C 5.95935 -18.52904 -6.33988
H 4.53021 -15.61795 -7.43512
H 4.79408 -16.15918 -5.80262
H 3.85062 -17.17548 -6.87746
H 6.56740 -18.44804 -8.82275
H 4.82629 -17.88237 -8.92048
H 5.25187 -15.78700 -9.37142
H 6.10956 -16.70733 -10.60995
H 7.39138 -14.69265 -9.68490
H 8.33809 -16.22934 -9.49739
H 8.97028 -14.63416 -6.30372
H 9.66601 -15.89594 -7.29072
H 9.41979 -14.23604 -8.01068
H 6.52984 -14.05051 -6.28974
H 7.08584 -13.29486 -7.84217
H 5.64942 -14.27980 -7.80787
H 5.99298 -18.09812 -5.33702
H 6.81725 -19.18458 -6.48878
H 5.08318 -19.16025 -6.48122
H 7.74559 -17.03975 -5.22186
C 11.52205 -15.85672 -10.25906
C 12.92850 -16.22812 -9.82406
C 13.03994 -17.38426 -8.91562
O 13.67426 -16.49516 -11.01940
H 10.89792 -15.75535 -9.38873
H 11.15440 -16.63035 -10.91744
H 11.49932 -14.89539 -10.77822
H 13.39497 -15.33985 -9.34645
H 12.69098 -17.13035 -7.92404
H 14.03020 -17.82251 -8.88395
H 12.35461 -18.19339 -9.24952
H 13.44245 -15.78290 -11.63420
C 6.23523 -21.00708 -12.11558
C 6.62719 -22.28619 -11.41555
C 5.51148 -23.23969 -11.33294
O 7.76060 -22.92476 -12.07710
H 7.12125 -20.33091 -12.14098
H 5.37809 -20.54380 -11.59296
H 5.91713 -21.23904 -13.14634
H 6.94836 -21.99788 -10.38079
H 5.74788 -24.20080 -10.86134
H 5.18288 -23.47454 -12.34615
H 4.68141 -22.78044 -10.75720
H 8.50102 -22.30635 -12.00317
C 9.19806 -19.22267 -10.26602
C 10.28314 -20.05203 -10.85713
C 10.71463 -21.22255 -9.99444
O 9.85509 -20.64619 -12.11057
H 9.50736 -18.66957 -9.38206
H 8.33575 -19.87411 -10.01112
H 8.87307 -18.49494 -11.01008
H 11.13699 -19.41184 -11.11230
H 11.64172 -21.56760 -10.45522
H 9.96985 -22.01450 -10.03111
H 10.89922 -20.92139 -8.97445
H 10.53886 -21.27555 -12.39187
C 8.74908 -17.57252 -13.81704
C 7.27470 -17.31714 -14.01831
C 6.80050 -15.86670 -14.10672
O 6.87978 -17.91919 -15.29370
H 9.29983 -17.07032 -14.64041
H 8.90380 -18.66539 -13.86166
H 9.11605 -17.17857 -12.84789
H 6.78938 -17.87697 -13.20612
H 5.72861 -15.85579 -14.17841
H 7.19315 -15.51558 -15.04897
H 7.18380 -15.26785 -13.28901
H 5.92649 -17.95937 -15.25528

Atomic forces in eV per Å
-0.216 0.390 -0.704
0.462 -0.836 0.343
-0.323 0.274 -0.268
0.219 -0.262 -0.390
-0.268 0.179 0.626
0.262 -1.374 0.570
1.396 0.009 0.331
-0.292 -0.296 0.320
-0.964 -0.752 0.162
-0.669 1.535 -0.783
0.363 -1.348 0.220
-0.223 -0.368 0.051
0.163 -0.131 -0.054
0.080 0.271 0.160
-0.628 0.058 0.263
0.159 0.210 0.129
0.060 0.109 -0.117
-0.065 0.105 0.009
0.228 0.250 -0.474
-0.372 0.094 -0.161
0.316 0.313 0.358
-0.113 0.484 0.111
0.662 0.401 -0.345
0.049 -0.516 0.205
0.323 -0.480 -0.177
0.032 0.105 0.293
-0.312 0.086 -0.402
-0.352 0.373 -0.316
0.262 0.481 0.205
-0.178 0.600 -0.227
1.378 0.232 -0.659
-0.329 -1.125 1.173
0.027 0.678 0.623
0.464 -0.783 -2.148
-0.199 -0.001 2.703
-0.207 0.477 -1.972
-1.226 -0.758 -0.979
0.721 0.747 1.763
0.852 -0.293 1.166
-0.702 0.084 0.001
0.251 0.264 -0.622
-0.617 -0.206 -0.176
-0.035 -0.055 0.239
-0.349 -0.147 -0.109
0.234 -0.049 0.333
-0.243 -0.002 -0.118
0.259 0.222 0.503
0.102 -0.082 0.046
0.225 0.224 -0.544
-0.078 0.433 0.087
-0.169 0.428 -0.132
0.005 -0.050 -0.117
-0.335 0.181 -0.365
-0.251 -0.152 -0.431
0.452 -0.500 0.164
-0.252 0.225 0.158
0.250 0.310 0.143
0.393 0.116 -0.106
-0.414 -0.163 -0.056
-0.205 -0.243 -0.622
-0.344 0.802 -0.619
0.526 0.221 0.944
-0.752 -0.964 -0.458
-0.327 0.025 -1.063
0.666 -0.511 -0.293
-0.095 -0.009 0.953
-0.769 0.405 -0.139
-0.300 -0.596 -0.787
-0.138 0.711 0.768
1.887 -0.013 -0.944
0.140 0.061 0.149
-0.158 -0.710 0.289
0.038 0.194 0.755
-0.090 0.053 -0.001
-0.051 0.030 -0.527
0.950 -0.449 0.304
0.408 0.315 -0.314
0.142 0.291 0.659
0.363 0.052 -0.350
-0.814 0.373 -0.074
0.231 0.040 -0.693
-0.358 0.186 -0.438
-0.170 -0.408 0.286
-0.064 0.205 0.396
-0.332 -0.227 0.607
-0.616 0.035 -0.198
-0.255 -0.731 0.231
0.262 0.227 -0.148
-0.221 0.233 0.106
0.255 0.103 0.498
0.294 0.117 0.494
0.594 1.758 -1.024
-1.095 -1.621 0.038
0.100 0.052 -0.137
-0.538 -0.027 0.310
-0.309 -0.270 -0.159
0.104 -0.068 -0.070
-0.201 -0.320 -0.009
0.142 0.165 0.363
0.260 0.227 0.078
0.355 0.278 0.006
0.248 -0.341 0.074
0.144 0.334 -0.350
1.983 0.516 0.707
-1.260 -0.878 0.198
-0.810 0.339 0.503
-0.781 -0.240 -0.076
0.519 -0.010 -0.187
0.175 0.191 0.261
-0.118 -0.294 -0.491
0.233 0.314 0.033
-0.262 0.024 -0.033
0.317 -0.283 -0.436
-0.090 0.121 -0.157
-1.218 -0.187 -0.351
0.721 -0.816 -0.536
0.476 0.474 -0.369
-0.346 0.194 -0.026
0.184 -0.136 0.109
0.341 0.422 -0.034
-0.195 0.063 0.043
0.050 -0.005 0.288
0.097 -0.427 0.376
-0.103 -0.005 0.096
0.160 -0.021 0.371
-0.182 0.378 0.096
0.391 0.382 -0.627
-0.523 -0.321 -0.168
0.963 -0.831 0.106
0.722 -0.106 0.951
-0.028 -0.395 0.426
0.183 0.517 0.075
-0.293 -0.190 -0.488
-0.385 0.195 -0.125
-0.487 0.194 0.289
0.178 0.460 -0.183
-0.141 0.235 0.200
-0.640 -0.082 -0.239

[2]
Density functional theory data (ωB97M-V/def2-TZVPD) for C39H90CuN4O20 as an isolated structure in a non-equilibrium geometry.

**Orbital gap (spin up / spin down)**: 6.11 / 5.29 eV
**Spin multiplicity**: 2
**E_LUMO (spin up / spin down)**: -1.574 / -2.106 eV
**HOMO level (spin up / spin down)**: -7.688 / -7.400 eV

Element x y z (Å)
Cu -0.17354 -0.48161 -3.85085
C 2.94855 -1.40347 0.88664
C 1.85633 -1.40886 -0.11488
C 0.30040 -1.27282 0.33668
O -0.59015 -1.14587 -0.54897
C 0.03465 -1.64614 1.68306
C 1.01461 -1.62566 2.62811
C 2.52255 -1.38692 2.17910
O 3.48039 -1.26748 3.03217
O 0.71092 -2.10458 3.82251
O 2.00993 -1.43492 -1.32792
H 3.99250 -1.43340 0.61159
H -0.95927 -1.84174 2.05759
C -9.46225 4.64367 1.13319
C -8.21924 4.31731 0.25584
O -7.33312 3.72125 1.13626
C -6.17861 3.22023 0.66360
O -5.70383 3.51696 -0.39379
O -5.68783 2.35085 1.62522
C -4.47848 1.72122 1.36648
H -9.23202 5.31019 1.96436
H -9.91913 3.69221 1.40539
H -10.30095 5.12498 0.63018
H -7.82890 5.24506 -0.16249
H -8.52417 3.70831 -0.59517
H -3.83500 2.37255 0.77505
H -4.62371 0.85241 0.72446
H -3.90315 1.33641 2.20851
C -3.56921 -1.87698 -4.59236
O -2.21643 -2.10739 -5.10589
C -2.14702 -3.26574 -5.95947
C -0.75839 -3.95403 -5.78890
N 0.33735 -2.97016 -5.89585
C 1.64608 -3.51593 -5.76188
C 1.99606 -4.65073 -6.83662
O 1.55366 -4.09314 -8.03066
C 2.04626 -4.74354 -9.10329
H -4.18970 -1.40513 -5.35423
H -3.53944 -1.25915 -3.69485
H -4.03099 -2.80520 -4.25579
H -2.21253 -2.78799 -6.93701
H -2.99234 -3.95351 -5.93751
H -0.69925 -4.58264 -6.67741
H -0.64104 -4.51092 -4.85927
H 0.42246 -2.76060 -6.88019
H 1.81226 -3.93663 -4.77017
H 2.33302 -2.67306 -5.83794
H 1.66176 -5.66387 -6.61329
H 3.08600 -4.66257 -6.83668
H 3.00141 -4.26531 -9.32029
H 1.36567 -4.71017 -9.95405
H 2.24366 -5.77723 -8.81935
C 10.47574 5.97072 0.11446
O 10.54946 4.88442 1.07584
C 10.08751 5.33504 2.43572
C 8.49865 5.67483 2.40595
N 7.63115 4.53869 2.45938
C 6.20035 4.99894 2.62577
C 5.38554 3.84748 3.23803
O 4.14793 4.31838 3.87282
C 3.36987 3.30566 4.54295
H 10.78340 5.66563 -0.88573
H 11.01928 6.82948 0.50842
H 9.46692 6.37024 0.01060
H 10.59303 6.23485 2.78628
H 10.18657 4.58418 3.21960
H 8.26501 6.51772 1.75552
H 8.28616 6.14409 3.36653
H 7.55628 4.24275 1.49662
H 5.75161 5.32343 1.68692
H 6.09717 5.86154 3.28407
H 5.93392 3.29155 3.99850
H 5.16532 3.12408 2.45298
H 3.05656 2.44269 3.95542
H 2.38075 3.69837 4.77856
H 3.89196 2.94632 5.42974
C -4.05998 1.12505 6.09789
O -4.14404 0.43303 7.33054
C -3.30953 -0.77124 7.33915
C -3.90088 -1.76173 6.24639
N -5.38036 -1.80894 6.32484
C -6.00122 -2.03698 5.05136
C -7.30179 -2.89031 5.20174
O -8.32556 -2.15395 5.81190
C -9.53774 -2.82637 6.08118
H -4.46982 2.11861 6.27945
H -4.84712 0.91684 5.37322
H -3.06564 1.34036 5.70669
H -3.40841 -1.08734 8.37761
H -2.29468 -0.48436 7.06370
H -3.48791 -2.74954 6.45083
H -3.40622 -1.50699 5.30911
H -5.72474 -0.89448 6.58030
H -5.27811 -2.59216 4.45388
H -6.13945 -1.15084 4.43190
H -7.03459 -3.80060 5.73847
H -7.60595 -2.95493 4.15703
H -10.34492 -2.25613 6.54095
H -9.41324 -3.80632 6.54193
H -9.87339 -3.09163 5.07864
C -2.64138 5.64257 -7.81647
O -2.02727 4.60188 -7.09990
C -2.42320 3.27189 -7.43957
C -1.47528 2.16772 -6.85788
N -1.55828 2.06725 -5.39969
C -1.24769 3.36092 -4.82152
C -1.13525 3.32205 -3.23054
O 0.02560 2.52403 -2.99492
C 1.00430 3.31321 -2.34944
H -3.66907 5.91495 -7.57620
H -2.74312 5.49729 -8.89194
H -2.14653 6.61157 -7.75112
H -2.38214 3.28182 -8.52875
H -3.48903 3.07556 -7.32308
H -0.46909 2.38653 -7.21537
H -1.80803 1.22231 -7.28635
H -2.45064 1.76584 -5.03505
H -2.22940 3.82866 -4.89609
H -0.41147 3.96234 -5.17808
H -2.02996 2.87212 -2.80024
H -1.10737 4.37357 -2.94484
H 0.70456 3.54404 -1.32720
H 1.15780 4.28011 -2.82866
H 1.96678 2.80445 -2.40340
C 7.69102 -3.15082 -2.32225
O 6.59235 -3.89145 -1.74902
H 7.38017 -2.94789 -3.34709
H 7.98367 -2.26678 -1.75574
H 8.59121 -3.76458 -2.35485
H 5.96490 -3.21790 -1.47654
C -4.29988 -4.67247 -0.63805
O -4.56742 -3.42899 -0.04438
H -3.65742 -4.50468 -1.50243
H -3.88673 -5.37460 0.08614
H -5.32871 -4.98498 -0.81679
H -3.74246 -3.13620 0.34972
C 8.36266 0.06603 2.47801
O 7.71247 -1.18420 2.44968
H 9.24845 0.06425 1.84283
H 7.72499 0.89843 2.18040
H 8.58564 0.43504 3.47912
H 6.82004 -0.96089 2.72414
C 4.20954 -5.29195 5.69797
O 4.73871 -4.72433 4.50304
H 4.60049 -6.29321 5.87888
H 4.27465 -4.67578 6.59473
H 3.13099 -5.38124 5.56817
H 4.42310 -3.82028 4.43460
C -0.76147 -6.40882 3.72030
O -1.44495 -5.73465 4.70709
H -0.85431 -7.49236 3.64664
H -1.05956 -6.01895 2.74703
H 0.29733 -6.15061 3.73919
H -0.99594 -4.88646 4.68315

Atomic forces in eV per Å
-0.273 -0.155 -0.003
-2.065 -0.315 -3.049
-1.341 0.958 -0.978
-0.778 -1.252 -0.528
1.811 0.211 0.778
-0.343 1.380 -2.052
0.609 -3.064 4.588
1.683 0.177 4.976
-2.331 -0.254 -0.902
2.110 2.252 -3.577
0.696 -0.116 0.321
-0.024 0.087 0.034
-0.172 0.000 -0.298
-0.170 -0.371 -0.797
-2.139 1.963 -0.220
1.352 -1.532 0.932
-0.154 -0.452 1.137
0.431 -0.482 0.020
-1.608 1.602 -0.276
1.603 -0.691 -1.921
0.221 -0.490 0.184
0.304 0.021 0.743
0.377 0.263 -0.675
0.344 -0.002 0.029
0.296 -0.446 0.144
0.167 0.155 0.177
-0.280 -0.160 -0.067
-0.703 0.583 0.587
0.840 -0.265 -0.095
-1.575 -0.361 1.509
1.501 1.326 -0.203
-0.580 0.883 -0.807
-0.881 0.458 -0.112
1.089 -2.096 0.699
0.768 2.594 1.790
-2.051 0.730 1.466
1.270 -0.964 -1.475
-0.037 0.002 -0.057
0.355 0.244 -0.205
0.043 -0.190 -0.236
0.308 -0.502 -0.600
0.024 -0.044 0.764
0.035 -0.776 0.230
-0.237 -0.029 -0.049
-0.943 0.822 -0.437
-0.082 -0.052 0.184
0.259 -0.241 -0.360
-0.542 0.027 -0.132
0.327 -0.323 -0.039
0.292 -0.254 -0.722
0.068 0.116 0.014
0.009 -0.346 -0.475
-0.503 -0.089 1.255
-0.497 1.053 1.309
-2.638 0.243 -1.979
2.362 0.936 2.156
-1.891 0.263 -1.549
-0.145 -0.547 1.180
-1.139 -0.109 0.652
0.303 -0.542 -0.774
0.148 0.269 -0.438
0.393 -0.278 0.408
0.601 -0.008 -0.287
-0.359 -0.329 -0.021
0.306 0.124 -0.421
0.418 -0.485 -0.690
-0.128 -0.345 -0.875
0.559 0.277 0.442
0.570 -0.973 -0.231
0.029 -0.098 -0.220
0.414 -0.008 0.250
0.462 0.249 0.041
-0.318 -0.163 -0.136
0.757 -0.215 -0.627
0.362 0.680 0.412
-0.066 0.036 0.132
-1.284 1.918 0.669
1.118 -0.452 -0.699
-2.070 0.490 -1.122
0.591 0.312 1.991
1.004 0.887 -0.142
-0.361 -1.522 -0.093
0.779 1.589 -1.219
0.044 1.294 2.041
0.373 -1.095 -2.085
0.380 0.515 0.743
0.494 -1.456 -0.587
0.125 -0.766 -0.138
0.235 -0.431 -0.258
0.160 -0.205 0.208
-0.144 -0.237 0.179
-0.649 0.460 -0.549
0.322 0.088 0.802
-0.289 -0.636 -0.169
-0.512 0.430 0.189
-0.285 -0.240 -0.197
-0.181 -1.291 -0.299
0.731 0.426 0.262
0.254 0.118 0.676
-0.810 -0.202 -0.246
-0.776 0.706 -0.967
-0.062 0.283 0.378
0.439 0.389 -1.499
-1.916 0.788 -0.090
2.546 -0.819 -0.344
-2.522 0.354 3.607
0.202 -1.113 -3.109
-0.119 0.779 0.820
0.529 -0.002 0.167
-0.354 -0.618 0.876
0.502 -0.716 -0.346
0.754 -0.401 0.556
0.451 -0.611 -0.463
-0.232 0.021 1.050
0.105 -0.087 0.410
0.096 -0.032 -0.138
-0.191 0.025 -0.476
0.473 1.495 -0.458
-0.225 -0.580 -0.588
0.058 -0.190 0.159
0.521 -0.140 0.504
0.169 -0.255 0.241
-0.154 0.112 -0.401
-0.155 -0.193 0.299
-0.389 -0.744 -0.242
0.786 0.489 0.202
0.449 0.562 -0.107
-0.389 0.180 -0.038
-0.248 -0.328 0.052
-0.220 -0.165 0.126
-1.009 0.164 0.484
0.495 0.940 0.717
-0.148 -0.644 -0.268
0.349 -0.121 -0.154
0.355 -0.687 -0.933
0.007 0.394 0.132
0.059 1.076 0.171
-0.118 0.410 -0.014
-0.038 -0.152 0.186
-0.319 -0.089 -0.833
0.650 -0.630 0.408
-0.304 -0.587 0.077
-1.226 0.224 -0.353
0.494 -0.301 0.524
0.310 0.251 -0.185
0.727 0.155 0.011
-0.269 -0.371 -0.018
-0.100 0.108 -0.015
1.183 -0.018 -2.177
-0.442 0.148 1.039
-0.373 0.056 0.762
-0.298 -0.134 -0.451
0.352 -0.376 0.269
-0.372 0.434 0.535